# 1
Formula: C3H7N2S
Source: the OMol25 dataset
Level of theory: the ωB97M-V functional and the def2-TZVPD basis

Total energy (Eh): -625.88529
Total charge: +1
Relative energy (zero: lowest compared OMol25 entry of this formula, charge and spin) (kJ/mol): 228.1
Multiplicity: 1
Lowest unoccupied orbital energy (eV): -4.47
Orbital gap (eV): 9.22
HOMO level (eV): -13.7

Element x y z (Å)
C -0.516298 -0.351498 0.986980
C 1.325168 -1.616849 -1.286879
C -1.455298 1.852474 1.873970
N 1.176450 -0.541098 -2.047915
N -1.156941 0.587259 1.332362
S 0.009431 -1.766310 0.500849
H 0.664734 -2.343822 -1.681548
H 2.260965 -1.637027 -0.854505
H -2.488110 1.959438 1.821572
H -1.167659 1.629754 2.873084
H -0.872320 2.553619 1.314024
H 0.297194 -0.393044 -2.616362
H 1.922683 0.067103 -2.215632

Cartesian forces, eV/Å:
C -2.7 3.3 1.1
C -2.3 2.0 -2.1
C 1.0 -1.3 0.2
N -2.4 -0.1 -1.0
N 2.4 -3.5 -2.3
S 0.6 -1.4 0.4
H 0.3 -1.7 0.4
H 1.7 -1.1 1.0
H -1.8 0.8 -0.2
H 0.3 1.3 1.3
H 0.1 0.8 0.2
H 1.7 -0.4 0.9
H 1.0 1.3 0.1

# 2
Formula: C2H13O4S
Source: the OMol25 dataset
Level of theory: the ωB97M-V functional and the def2-TZVPD basis

Total energy (Eh): -783.14627
Total charge: -1
Relative energy (zero: lowest compared OMol25 entry of this formula, charge and spin) (kJ/mol): 198.2
Multiplicity: 1
Lowest unoccupied orbital energy (eV): 2.50
Orbital gap (eV): 5.16
HOMO level (eV): -2.7

Element x y z (Å)
C -0.896335 2.335378 0.798522
C -1.476656 2.935368 -0.440700
S -0.244848 2.832824 -1.788126
H -0.451746 3.132928 1.386283
H -0.204937 1.534725 0.462718
H -1.559196 1.763424 1.495163
H -1.611471 4.042018 -0.388958
H -2.427279 2.392250 -0.693785
H 1.294298 -0.069140 2.787358
H 0.747528 1.272822 3.238525
O 1.346487 0.566732 3.505367
H 2.838835 -0.349641 -1.993508
H 1.621655 0.112465 -1.270498
O 2.004968 -0.716707 -1.654193
H -1.921921 -5.618064 3.595480
H -1.838156 -4.236664 3.047511
O -1.554362 -5.146004 2.845205
H 1.694193 -2.700972 -4.416852
H 1.026476 -1.671200 -5.130029
O 1.612475 -2.412538 -5.385483

Cartesian forces, eV/Å:
C 0.1 -1.3 1.2
C -0.7 0.4 -1.3
S 0.2 -0.3 -0.4
H 0.7 -0.2 0.2
H 0.2 0.8 0.4
H -0.3 0.7 -0.4
H -0.6 -0.9 0.5
H 0.6 0.7 0.0
H 0.0 0.0 -0.1
H 0.0 0.0 -0.1
O -0.1 0.0 0.1
H -0.3 -0.4 0.0
H -0.2 -0.8 -0.5
O 0.3 1.3 0.4
H 0.0 -0.4 0.1
H 0.3 -0.3 -0.4
O -0.3 0.7 0.3
H 0.4 -0.1 -2.0
H 0.2 0.0 -1.0
O -0.6 0.2 3.1

# 3
Formula: C28H33NO6SSr
Source: the OMol25 dataset
Level of theory: the ωB97M-V functional and the def2-TZVPD basis

Total energy (Eh): -2022.00409
Relative energy (zero: lowest compared OMol25 entry of this formula, charge and spin) (kJ/mol): 76.9
Multiplicity: 1
Lowest unoccupied orbital energy (eV): 0.31
Orbital gap (eV): 9.00
HOMO level (eV): -8.7

Element x y z (Å)
Sr 0.518435 -0.153731 -1.615659
O 0.990458 -2.621541 -2.526502
C 0.102653 -3.110131 -3.543604
C -0.585368 -2.009087 -4.344850
N -1.205915 -0.985411 -3.513452
C -1.478024 0.293608 -4.208432
C -1.255560 1.445380 -3.191642
O -2.206537 1.878934 -2.546739
O -0.014612 1.698345 -2.986980
C -2.370289 -1.482476 -2.773534
C -2.087323 -2.188879 -1.422761
O -2.877642 -3.044130 -1.054241
O -1.046233 -1.788657 -0.777118
H 0.440213 -2.632782 -1.718613
H -0.636017 -3.767304 -3.078114
H 0.699429 -3.723293 -4.220295
H -1.326761 -2.522391 -4.979023
H 0.139940 -1.523304 -4.999923
H -2.497746 0.324998 -4.604203
H -0.757821 0.411852 -5.016168
H -2.957314 -2.190587 -3.370688
H -3.006825 -0.625955 -2.539171
C 3.281404 2.484449 -0.354714
C 4.029197 1.165634 -0.548984
C 5.443935 1.252275 0.028312
C 3.294972 -0.025249 0.036191
C 2.638198 0.046231 1.264763
C 1.945255 -1.040442 1.768989
C 1.879675 -2.245956 1.075487
C 1.014129 -3.370846 1.566032
C 2.587304 -2.342405 -0.117553
C 3.274579 -1.247976 -0.634416
H 3.773951 3.281746 -0.912084
H 3.268643 2.782966 0.695352
H 2.244292 2.431447 -0.696161
H 4.119028 0.988196 -1.626908
H 5.401636 1.401598 1.109618
H 5.992114 2.089068 -0.407379
H 6.004490 0.336012 -0.159807
H 2.627345 0.978787 1.814326
H 1.411212 -0.944880 2.706505
H 1.344990 -4.329741 1.167335
H -0.016442 -3.206961 1.237829
H 1.016680 -3.429461 2.654646
H 2.574938 -3.270298 -0.674412
H 3.794404 -1.347941 -1.582647
O -0.128416 1.029275 0.437117
S -1.625062 1.028040 0.676337
C -1.967820 2.630762 1.382654
C -0.935975 3.528899 1.578031
C -1.229512 4.778021 2.109349
C -2.536356 5.110166 2.430424
C -3.564340 4.199489 2.214952
C -3.283660 2.953075 1.681709
C -1.859352 0.001120 2.112266
C -2.786706 -1.023139 2.018223
C -2.954586 -1.878993 3.100204
C -2.193263 -1.702656 4.244143
C -1.255883 -0.675886 4.319911
C -1.083776 0.182556 3.249560
H 0.071729 3.250035 1.299956
H -0.432820 5.493809 2.263538
H -2.760391 6.086115 2.840382
H -4.585802 4.464319 2.452888
H -4.078846 2.240787 1.496437
H -3.332235 -1.184632 1.096756
H -3.662754 -2.693560 3.033714
H -2.320761 -2.373960 5.083541
H -0.663127 -0.549333 5.216752
H -0.357385 0.986013 3.282518

Cartesian forces, eV/Å:
Sr 0.6 0.1 0.4
O -0.4 0.1 -0.1
C 0.0 -0.1 0.0
C 0.0 -0.1 0.0
N 0.2 0.2 0.3
C -0.2 0.2 -0.1
C 0.1 -0.4 0.1
O -0.1 0.0 -0.1
O 0.1 0.0 -0.1
C -0.1 -0.2 0.1
C 0.0 0.0 -0.2
O 0.0 0.1 0.1
O 0.3 0.0 -0.1
H 0.1 -0.2 0.1
H 0.0 0.0 0.0
H -0.1 0.0 -0.1
H 0.0 0.1 -0.1
H 0.0 0.0 0.0
H 0.0 0.0 -0.1
H 0.0 0.0 0.0
H 0.0 0.1 -0.1
H 0.0 0.0 0.0
C 0.0 0.0 0.0
C 0.0 0.0 0.0
C 0.0 0.0 0.0
C 0.0 0.0 0.0
C 0.0 0.0 -0.1
C 0.0 0.0 0.0
C 0.0 0.0 0.0
C 0.0 0.0 0.0
C 0.0 0.0 0.0
C 0.0 0.0 0.0
H 0.0 0.0 0.0
H 0.0 0.0 0.0
H 0.0 0.0 0.0
H 0.0 0.0 0.0
H 0.0 0.0 0.0
H 0.0 0.0 0.0
H 0.0 0.0 0.0
H 0.0 0.0 0.0
H 0.0 0.0 0.0
H 0.0 0.0 0.0
H 0.0 0.0 0.0
H 0.0 0.0 0.0
H 0.0 0.0 0.0
H 0.0 0.0 0.0
O -0.1 0.1 0.0
S 0.0 0.0 -0.1
C 0.0 -0.1 0.1
C 0.0 0.0 0.0
C 0.0 0.0 0.0
C 0.0 0.0 0.0
C 0.0 0.0 0.0
C 0.0 0.0 0.0
C -0.1 0.0 0.0
C 0.1 0.0 -0.1
C 0.0 0.0 0.0
C 0.0 0.0 0.0
C 0.0 0.0 0.0
C 0.0 0.1 0.0
H 0.0 0.0 0.0
H 0.0 0.0 0.0
H 0.0 0.0 0.0
H 0.0 0.0 0.0
H 0.0 0.0 0.0
H 0.0 0.0 0.0
H 0.0 0.0 0.0
H 0.0 0.0 0.0
H 0.0 0.0 0.0
H 0.0 0.0 0.0

# 4
Formula: C50H47N4O2S2TeTi
Source: the OMol25 dataset
Level of theory: the ωB97M-V functional and the def2-TZVPD basis

Total energy (Eh): -4216.65133
Total charge: +1
Relative energy (zero: lowest compared OMol25 entry of this formula, charge and spin) (kJ/mol): 257.5
Multiplicity: 3
Lowest unoccupied orbital energy (spin up / spin down) (eV): -2.31 / -2.28
Orbital gap (spin up / spin down) (eV): 6.49 / 7.59
HOMO level (spin up / spin down) (eV): -8.8 / -9.9

Element x y z (Å)
Ti -7.311411 6.181132 -18.689194
C -10.517357 5.973236 -24.218595
C -9.205562 6.791901 -24.410448
C -9.333673 7.447705 -25.776520
C -7.978823 5.830744 -24.468604
C -9.042714 7.787667 -23.241237
C -9.346890 9.171524 -23.402721
C -9.264092 10.085444 -22.340666
C -8.831271 9.617353 -21.118610
S -8.415056 10.503196 -19.675358
C -7.902467 8.997910 -18.881362
N -8.034046 7.915303 -19.674492
C -8.524159 8.288690 -20.943636
C -8.695116 7.368461 -21.999617
C -7.478688 8.897658 -17.477043
C -7.531044 9.954782 -16.615998
C -7.004347 9.849448 -15.317108
C -6.429227 8.702247 -14.917920
C -6.421271 7.620847 -15.807016
C -6.981722 7.648335 -17.117786
H -10.506579 5.271244 -25.089512
H -11.299594 6.638881 -24.415800
H -10.650390 5.577010 -23.231882
H -9.765582 6.800995 -26.509673
H -8.394445 7.847003 -26.150272
H -10.057121 8.273220 -25.808517
H -8.097081 5.036789 -25.174205
H -7.696175 5.393463 -23.506977
H -7.099523 6.466843 -24.695355
H -9.648086 9.543022 -24.321671
H -9.451110 11.164883 -22.480871
H -8.561342 6.327150 -21.777950
H -7.969241 10.966753 -16.920931
H -7.053511 10.690673 -14.638631
H -5.846162 8.602432 -14.000779
H -6.007359 6.694092 -15.437748
C -5.676707 -0.016795 -22.391892
Te -6.865663 -1.591511 -21.675974
C -6.457691 -0.699381 -19.803614
C -5.267609 0.184296 -19.959092
C -4.584915 0.683711 -18.890690
C -3.523450 1.545662 -19.095429
C -3.107367 1.776158 -20.390710
C -3.737062 1.229450 -21.467238
C -4.881098 0.488508 -21.259510
H -6.254238 0.838766 -22.790909
H -5.136164 -0.315562 -23.277997
H -6.286831 -1.452290 -19.018753
H -7.353002 -0.201106 -19.404697
H -4.896107 0.395531 -17.884082
H -3.020372 1.985157 -18.217346
H -2.202752 2.335588 -20.484332
H -3.421287 1.443662 -22.460624
C -5.795564 9.057083 -24.577758
C -4.586328 8.354769 -24.013840
C -4.071781 8.623104 -22.725889
C -2.972162 7.885919 -22.280133
C -2.445886 6.875141 -23.064864
N -1.288321 6.050760 -22.701361
C -1.120342 5.657553 -21.397139
O -0.087816 5.237762 -20.882619
N -2.229665 5.904868 -20.559809
C -3.490508 5.419817 -20.736231
C -3.886456 4.652456 -21.827463
C -5.146849 4.194091 -22.012586
C -6.136048 4.554731 -21.098411
N -5.837760 5.334577 -20.033933
C -4.586405 5.704651 -19.845792
C -2.965299 6.610154 -24.316253
C -4.014953 7.343076 -24.792642
H -5.752629 10.134886 -24.628435
H -6.623721 8.775097 -23.966868
H -5.945805 8.641448 -25.576219
H -4.452011 9.419559 -22.089003
H -2.455543 8.243006 -21.363580
H -0.444427 5.956333 -23.248813
H -1.884991 5.872053 -19.626135
H -3.124384 4.403108 -22.517568
H -5.482633 3.456784 -22.763742
H -7.185754 4.200688 -21.159249
H -4.345312 6.332465 -18.960676
H -2.620706 5.811108 -25.001051
H -4.558214 7.188638 -25.727036
O -8.993733 5.067306 -18.660611
S -9.688923 4.191037 -17.617986
C -9.676303 2.491394 -18.245100
C -10.051038 1.524409 -17.348166
C -10.232336 0.207719 -17.808598
C -9.968219 -0.110772 -19.147184
C -9.667130 0.901491 -20.036664
C -9.543619 2.242649 -19.634096
C -8.441618 3.908627 -16.351273
C -7.129389 3.781610 -16.646785
C -6.240505 3.568876 -15.609508
C -6.594064 3.752559 -14.266707
C -7.901925 3.992539 -14.035659
C -8.858397 4.122781 -15.013197
H -9.984345 1.779167 -16.307385
H -10.379409 -0.607024 -17.071391
H -10.028891 -1.138796 -19.381740
H -9.453644 0.652553 -21.095298
H -9.355342 3.111146 -20.315321
H -6.832411 3.704270 -17.678214
H -5.212859 3.390504 -15.846778
H -5.805261 3.610667 -13.523905
H -8.054838 4.148726 -12.993210
H -9.904744 4.302893 -14.821180

Cartesian forces, eV/Å:
Ti 0.3 -0.2 0.0
C 1.8 -0.1 -1.5
C 0.0 -0.9 0.5
C -0.2 1.3 0.1
C 0.6 1.6 1.0
C -0.8 1.1 -1.4
C 0.6 -0.3 2.2
C 0.0 0.2 -1.3
C 0.6 0.3 0.8
S 0.2 -0.8 0.6
C -1.3 -0.3 -1.6
N 0.0 2.5 0.2
C 0.2 -1.6 0.2
C 0.4 0.1 1.4
C -0.1 -0.2 -1.2
C -0.5 2.7 0.8
C -1.1 1.8 -0.8
C 1.3 -1.9 -0.2
C -0.7 -0.4 -0.8
C 1.2 -0.5 1.9
H -0.3 -0.1 1.2
H -1.5 1.0 -0.1
H 0.1 -0.7 0.3
H 0.1 -0.9 -0.5
H 0.2 0.0 0.0
H 0.2 0.0 0.4
H -0.1 -0.3 -0.6
H -0.4 -0.1 0.0
H -0.3 -0.5 -0.3
H -0.5 0.6 -1.6
H 0.0 -0.8 -0.1
H 0.2 -0.4 0.0
H 0.6 -1.6 0.4
H 0.0 0.1 -0.1
H -0.5 0.2 0.0
H 0.2 -0.2 0.0
C -0.8 1.0 -1.3
Te -0.4 -0.4 0.0
C -0.8 -0.6 1.6
C -0.8 -0.4 -1.1
C 0.1 0.4 1.2
C 0.0 -0.1 0.9
C 1.1 0.5 1.0
C -0.7 0.1 0.0
C 0.7 -0.3 0.3
H -0.3 -0.4 0.3
H 0.6 -0.4 0.1
H 0.2 -0.1 -0.5
H 0.3 0.3 -0.4
H 0.1 0.2 -0.2
H -0.1 -0.3 -0.7
H 0.4 0.5 -0.4
H 0.4 0.0 -0.7
C 0.6 -0.7 -0.2
C 0.0 0.4 0.6
C 0.4 -0.6 -0.9
C 0.5 1.4 0.5
C 1.7 -0.8 -0.9
N -0.9 0.3 1.6
C 1.1 0.1 0.3
O -1.0 0.4 -1.0
N 0.5 -0.4 0.4
C -3.5 -0.4 0.2
C 1.5 0.3 0.0
C -2.8 -0.8 0.5
C -0.1 -0.1 0.2
N -0.2 -0.7 -0.4
C 2.7 1.1 0.1
C -0.1 -1.0 -1.2
C -1.4 1.2 0.4
H 0.2 0.3 0.1
H -0.9 0.0 0.4
H -0.3 0.4 0.0
H -0.1 -0.1 -0.3
H -0.5 -0.7 -0.7
H -0.3 0.2 -0.3
H 0.1 0.0 0.8
H 0.6 -0.4 -0.7
H 0.7 0.7 0.1
H 0.8 0.3 -0.1
H -0.4 -0.4 -0.5
H 0.3 0.4 0.9
H 0.8 -0.4 0.0
O -0.8 -0.7 0.0
S 0.9 -0.6 0.1
C -0.5 0.8 -1.9
C 0.5 -1.1 -0.3
C 0.9 0.0 0.7
C -0.6 1.1 1.6
C 0.6 0.7 -1.5
C -0.1 0.3 0.9
C -2.3 1.7 1.7
C 0.8 -1.0 -0.3
C 0.8 0.8 0.3
C 1.7 -1.2 -2.4
C -0.6 0.7 1.9
C 0.2 -0.8 -1.6
H -0.5 -0.2 0.5
H -0.2 0.7 -0.6
H 0.0 -0.8 -0.8
H -0.3 0.1 0.7
H -0.1 -1.2 0.5
H 0.4 -0.2 -0.4
H 0.5 -0.1 -0.2
H -0.6 0.2 0.0
H -1.2 0.2 0.6
H 0.0 0.1 0.3

| no. | molar mass (g mol⁻¹) |
| --- | --- |
| 1 | 103.170 |
| 2 | 133.189 |
| 3 | 599.260 |
| 4 | 975.553 |